One molecule with the formula C2H5N3O at a distorted geometry. Source: OMol25; level of theory: the ωB97M-V functional and the def2-TZVPD basis.

**Spin multiplicity**: 1
**Kohn-Sham gap**: 10.19 eV
**Energy above the lowest of the compared OMol25 structures with the same formula, charge and spin**: 409.4 kJ/mol
**Structure (SMILES)**: C=NNC(N)=O
**LUMO**: 0.746 eV

Last columns: bonded neighbours and bond lengths (Å).
Atoms and positions in Å:
1 C -2.00324 0.38362 0.11516  N2 1.390, H7 1.157, H8 1.088
2 N -1.43046 -0.80239 -0.32890  C1 1.390, N3 1.434
3 N -0.08748 -0.81143 0.17286  N2 1.434, C4 1.244, H9 0.948
4 C 0.55143 0.24497 0.02329  N3 1.244, N5 1.380, O6 1.286
5 N 1.85142 -0.19706 -0.11059  C4 1.380, H10 1.056, H11 0.952
6 O 0.15618 1.45948 -0.12674  C4 1.286
7 H -1.34284 1.26506 0.46984  C1 1.157
8 H -3.03904 0.32772 -0.21436  C1 1.088
9 H 0.55466 -1.49662 0.04601  N3 0.948
10 H 2.51588 0.60726 -0.27446  N5 1.056
11 H 2.27349 -0.98061 0.22791  N5 0.952

Results of the natural (NBO) charge analysis, in e, for atoms 1 through 5: -0.14, -0.27, -0.46, 0.77, -0.86